No. 1
A molecular structure, C5H8O, computed with the ωB97M-V functional and the def2-TZVPD basis.

The geometry in XYZ format:
```
14
Properties=species:S:1:pos:R:3:forces:R:3:mulliken_charge:R:1
C -0.89829 1.01511 -0.56453 0.00 0.01 0.02 -1.52
C 0.17937 0.04287 -0.13631 -0.23 -0.06 -0.37 1.47
C 0.23373 -1.22570 -0.95358 0.02 -0.04 -0.01 -1.44
O -0.21215 -0.47011 1.37439 -0.33 0.23 0.15 -0.50
C 1.48104 0.62833 0.27160 -0.22 -0.16 0.53 -0.78
C 1.27509 0.31735 1.51914 0.40 0.17 -0.10 -0.17
H -0.94429 1.87116 0.11717 0.02 -0.12 -0.09 0.41
H -0.63718 1.40035 -1.55463 -0.02 -0.06 0.13 0.37
H -1.88109 0.53175 -0.63056 0.18 0.04 0.02 0.37
H 0.94930 -1.92674 -0.51684 -0.09 0.11 -0.05 0.37
H 0.57661 -0.97222 -1.96117 -0.04 -0.02 0.13 0.36
H -0.74974 -1.70350 -1.02320 0.13 0.12 0.03 0.33
H -0.91739 0.10146 1.73427 0.25 -0.22 -0.15 0.37
H 1.60500 0.25704 2.54702 -0.08 0.01 -0.23 0.37
```
Positions in Å, forces in eV/Å.

Computed properties:
spin multiplicity = 1
E_HOMO = -8.4 eV
Kohn-Sham gap = 9.040 eV



No. 2
C5H8O in the gas phase in a non-equilibrium geometry, computed with the ωB97M-V functional and the def2-TZVPD basis.

The geometry in XYZ format:
```
14
Properties=species:S:1:pos:R:3:forces:R:3:mulliken_charge:R:1
C 2.10768 0.47026 -0.50002 0.42 0.02 0.06 -1.09
C 0.94172 -0.42717 -0.55769 0.09 0.47 -0.34 0.31
C 0.23263 -1.08694 0.35640 -0.37 0.36 -0.86 -0.78
C -1.05412 -1.10730 0.01628 -0.39 -0.41 0.48 -0.09
C -1.87588 0.06796 0.45080 -0.38 -0.37 0.00 -0.25
O -1.22828 0.89350 1.37729 -0.08 -0.10 0.17 -0.49
H 1.66102 1.46133 -0.32223 0.39 -0.09 -0.03 0.23
H 2.80915 0.25137 0.30078 0.13 -0.01 0.00 0.34
H 2.59213 0.49472 -1.47823 0.26 0.09 0.18 0.32
H 0.35363 -0.24925 -1.46577 0.56 0.29 -0.23 0.19
H -1.44533 -1.79680 -0.73181 -0.44 -0.27 0.47 0.43
H -2.10386 0.69713 -0.42979 0.06 -0.39 0.02 0.27
H -2.82642 -0.32531 0.82207 -0.27 0.23 0.16 0.28
H -0.58068 0.33591 1.83841 0.02 0.19 -0.07 0.33
```
Positions in Å, forces in eV/Å.

Computed properties:
spin multiplicity = 1
E_HOMO (spin up / spin down) = -8.6 / -8.6 eV
Kohn-Sham gap (spin up / spin down) = 8.720 / 8.719 eV



No. 3
A molecular structure, C5H8O in a non-equilibrium geometry, computed with the ωB97M-V functional and the def2-TZVPD basis.

The geometry in XYZ format:
```
14
Properties=species:S:1:pos:R:3:forces:R:3:mulliken_charge:R:1
C 1.83620 0.48350 0.28245 0.20 -0.14 0.39 -1.15
C 0.40558 0.19058 0.06342 0.15 -0.05 0.41 0.63
C -0.23127 -1.07886 -0.41158 -0.07 0.14 0.19 -0.59
C -1.75853 -0.65487 -0.15755 -0.37 -0.86 -0.06 0.21
O -2.37648 -0.79445 0.89335 0.28 -0.83 -0.22 -0.60
C -0.68650 1.00123 0.27444 1.06 1.14 -0.73 -1.08
H 2.20071 -0.10510 1.12112 0.39 -0.06 0.12 0.29
H 1.98608 1.55140 0.47472 -0.02 -0.30 0.08 0.32
H 2.41647 0.21116 -0.61159 -0.17 -0.06 0.25 0.31
H -0.69986 1.18722 -0.80757 -1.96 -0.04 -0.46 0.34
H -0.08251 -1.82791 0.37672 0.15 0.10 -0.04 0.29
H 0.09477 -1.50890 -1.37572 -0.27 0.15 0.25 0.34
H -2.34223 -0.63746 -1.09769 0.09 0.60 -0.12 0.33
H -0.79254 1.86716 0.92031 0.55 0.20 -0.07 0.37
```
Positions in Å, forces in eV/Å.

Computed properties:
spin multiplicity = 1
E_HOMO (spin up / spin down) = -7.9 / -7.9 eV
Kohn-Sham gap (spin up / spin down) = 8.178 / 8.178 eV



The evaluated ΔE to the lowest compared entry with this formula, charge and spin for the records listed, in turn: 4.703 4.529 4.729 eV.